Molecular formula: C5H8O
Method: DFT, ωB97M-V with the def2-TZVPD basis set

Cartesian coordinates (Å):
O  -1.613  0.913  0.020
C  -0.783  1.746  0.480
C  0.560  1.643  0.164
C  -0.244  -0.445  -0.605
C  0.917  -1.320  -0.286
C  -0.478  -1.587  0.273
H  -1.183  2.541  1.126
H  0.779  1.518  -0.894
H  1.326  2.163  0.737
H  -0.638  -0.367  -1.608
H  1.292  -1.939  -1.102
H  1.672  -1.004  0.423
H  -1.086  -2.412  -0.091
H  -0.600  -1.377  1.332

The total energy comes out at -270.3498 Ha.

Here are the Mulliken charges for atoms 1 to 4, given in e:
1 O -0.493
2 C 0.316
3 C -1.070
4 C -0.134